(1)
{
  "formula": "C6H9O2",
  "method": "ωB97M-V/def2-TZVPD",
  "symbols": ["O", "C", "O", "C", "H", "H", "H", "C", "C", "C", "C", "H", "H", "H", "H", "H", "H"],
  "coordinates": [[-0.5514, 1.9847, -0.0130], [-0.6236, 1.3996, -1.1129], [-0.5827, 0.1598, -1.3288], [-0.7713, 2.2935, -2.3651], [0.2154, 2.4528, -2.8043], [-1.3874, 1.7959, -3.1133], [-1.1882, 3.2609, -2.0897], [-0.1344, -0.9582, 2.8538], [0.1473, -1.0148, 1.5553], [1.0445, -2.0240, 0.9989], [1.4244, -2.0907, -0.2723], [0.3109, -1.7002, 3.5158], [-0.7690, -0.2067, 3.3002], [-0.2826, -0.3005, 0.8555], [1.4280, -2.7579, 1.7086], [2.1399, -2.8552, -0.5555], [1.0483, -1.3869, -1.0050]],
  "atomic_forces_ev_per_a": [[0.0, 0.0, 0.1], [-0.1, -0.1, -0.1], [0.0, 0.2, -0.1], [0.0, -0.1, 0.1], [0.1, 0.0, 0.0], [0.0, 0.0, 0.0], [0.0, 0.0, -0.1], [0.3, -0.4, 0.1], [-0.3, 0.2, -0.2], [0.0, -0.1, 0.3], [0.1, 0.0, 0.1], [-0.1, 0.1, 0.1], [-0.1, 0.1, -0.1], [0.1, 0.0, 0.0], [0.1, 0.0, 0.0], [-0.1, 0.0, -0.2], [0.0, 0.0, 0.0]],
  "mulliken_charge": [-0.74, 0.71, -0.78, -0.98, 0.20, 0.27, 0.30, -1.00, 0.32, -0.21, -0.74, 0.27, 0.31, 0.32, 0.19, 0.25, 0.32],
  "relative_energy_kcal_mol": 14.7,
  "orbital_gap_ev": 8.219,
  "total_charge": -1,
  "lumo_energy_ha": 0.1461
}

=====

(2)
{
  "formula": "C36H96Cl3N9O9",
  "method": "ωB97M-V/def2-TZVPD",
  "symbols": ["C", "O", "C", "C", "C", "N", "H", "H", "H", "H", "H", "H", "H", "H", "H", "H", "H", "C", "O", "C", "C", "C", "N", "H", "H", "H", "H", "H", "H", "H", "H", "H", "H", "H", "C", "O", "C", "C", "C", "N", "H", "H", "H", "H", "H", "H", "H", "H", "H", "H", "H", "C", "O", "C", "C", "C", "N", "H", "H", "H", "H", "H", "H", "H", "H", "H", "H", "H", "C", "O", "C", "C", "C", "N", "H", "H", "H", "H", "H", "H", "H", "H", "H", "H", "H", "C", "O", "C", "C", "C", "N", "H", "H", "H", "H", "H", "H", "H", "H", "H", "H", "H", "C", "O", "C", "C", "C", "N", "H", "H", "H", "H", "H", "H", "H", "H", "H", "H", "H", "C", "O", "C", "C", "C", "N", "H", "H", "H", "H", "H", "H", "H", "H", "H", "H", "H", "Cl", "C", "Cl", "Cl", "H", "C", "N", "C", "C", "O", "H", "H", "H", "H", "H", "H", "H"],
  "coordinates": [[-1.2827, -1.2749, -1.9379], [-0.0932, -1.3337, -1.2198], [-0.1841, -0.7914, 0.0995], [0.9269, -1.4435, 0.8656], [0.7737, -1.3375, 2.3605], [2.2240, -0.8764, 0.4281], [-1.2555, -1.8078, -2.8946], [-1.4149, -0.2557, -2.3516], [-2.1599, -1.5182, -1.3354], [-0.2287, 0.3059, 0.1169], [-1.1171, -1.1446, 0.5660], [0.9136, -2.4982, 0.5994], [0.6907, -0.3011, 2.6925], [1.7206, -1.6281, 2.8334], [-0.0264, -1.9716, 2.7380], [2.2565, -0.7823, -0.5847], [2.9028, -1.6147, 0.5878], [-3.8599, -0.2606, -8.5014], [-3.0709, 0.4737, -7.5965], [-3.7797, 0.7571, -6.4289], [-2.8213, 1.1003, -5.2897], [-1.9897, 2.3146, -5.7364], [-1.9544, -0.0728, -5.0893], [-4.0065, -1.2694, -8.0869], [-3.3537, -0.4024, -9.4517], [-4.8273, 0.2304, -8.6318], [-4.4730, 1.6059, -6.5664], [-4.4503, -0.0767, -6.1657], [-3.4210, 1.3218, -4.4059], [-2.5051, 3.2754, -5.7279], [-1.4842, 2.1277, -6.6838], [-1.1445, 2.4159, -5.0424], [-1.2458, 0.1159, -4.3923], [-1.5143, -0.2810, -5.9787], [3.9751, 1.3030, 3.7447], [4.6310, 2.5479, 3.5680], [3.7329, 3.5856, 3.2577], [4.5512, 4.7592, 2.7661], [3.8048, 6.0810, 2.7868], [5.1826, 4.5630, 1.4576], [4.7453, 0.5994, 4.0558], [3.5302, 0.9411, 2.8132], [3.2302, 1.3758, 4.5483], [2.9150, 3.1822, 2.6392], [3.1878, 3.9303, 4.1523], [5.3445, 4.8776, 3.5139], [4.5412, 6.8716, 2.6479], [3.1920, 6.1977, 3.6778], [3.1397, 6.1807, 1.9182], [4.4410, 4.5948, 0.7671], [5.6855, 3.6862, 1.4424], [1.6668, 2.7537, -5.7874], [1.2106, 2.7296, -4.4780], [2.1812, 2.2983, -3.5646], [1.5691, 2.2050, -2.1916], [1.0499, 3.5446, -1.6837], [2.4789, 1.5621, -1.2635], [1.0603, 3.4199, -6.4021], [1.6204, 1.7899, -6.3180], [2.7088, 3.0926, -5.8403], [2.4931, 1.2717, -3.8031], [3.0914, 2.9190, -3.5885], [0.7205, 1.5251, -2.3488], [1.8474, 4.2785, -1.6025], [0.5348, 3.3692, -0.7327], [0.2101, 3.8700, -2.3081], [2.0017, 1.2068, -0.4457], [3.1998, 2.1939, -0.9323], [3.4244, 4.1409, 6.7649], [2.1572, 3.6331, 6.3457], [1.1307, 3.9328, 7.2545], [-0.1909, 3.5311, 6.6428], [-0.2666, 2.0444, 6.2726], [-0.5030, 4.3434, 5.4293], [4.1680, 3.5419, 6.2410], [3.5523, 4.0000, 7.8418], [3.4764, 5.1970, 6.4857], [1.3101, 3.4158, 8.2128], [1.1017, 5.0026, 7.5187], [-0.9948, 3.8059, 7.3343], [-1.3034, 1.7481, 6.1555], [0.3047, 1.4741, 7.0062], [0.2343, 1.9374, 5.3140], [0.3706, 4.5880, 4.9647], [-0.8983, 5.2428, 5.6856], [-6.2556, 3.2176, -0.2825], [-5.3293, 2.6569, -1.1919], [-5.4299, 1.2522, -1.2771], [-4.8424, 0.5156, -0.1081], [-3.3547, 0.6592, 0.1485], [-5.1183, -0.9552, -0.2405], [-5.9726, 2.9246, 0.7295], [-7.2869, 3.0153, -0.5850], [-6.1388, 4.3011, -0.3509], [-6.5078, 1.0147, -1.3116], [-5.0493, 0.8961, -2.2379], [-5.3258, 0.7482, 0.8469], [-3.1632, 1.6497, 0.5727], [-2.7844, 0.6806, -0.7840], [-3.0060, -0.1297, 0.8003], [-6.1105, -1.1512, -0.2711], [-4.6663, -1.2307, -1.1111], [-4.2761, -2.5321, -4.0756], [-4.6854, -2.6350, -2.7118], [-4.2073, -3.7902, -2.0533], [-5.3623, -4.7524, -1.9053], [-6.4296, -4.2059, -0.9679], [-4.8713, -6.0513, -1.4844], [-4.4196, -3.5383, -4.5071], [-3.2179, -2.2923, -4.1360], [-4.9519, -1.9088, -4.6513], [-3.3760, -4.2898, -2.5684], [-3.8385, -3.5312, -1.0550], [-5.8347, -4.7281, -2.9068], [-6.8922, -3.3222, -1.4012], [-5.9522, -3.8400, -0.0473], [-7.1307, -4.9794, -0.6590], [-5.6215, -6.7343, -1.4881], [-4.1779, -6.4082, -2.1342], [7.3024, -0.0435, 3.5795], [6.8485, -1.0785, 2.7329], [6.9053, -2.3702, 3.2876], [5.9257, -3.3134, 2.5859], [4.5943, -2.6206, 2.2837], [5.7497, -4.5099, 3.4301], [6.8887, -0.1468, 4.5956], [6.9858, 0.9158, 3.1809], [8.3933, -0.1120, 3.6809], [7.9269, -2.7715, 3.3325], [6.6115, -2.2965, 4.3509], [6.3984, -3.5750, 1.6326], [4.4816, -1.6264, 2.7000], [3.8014, -3.1617, 2.8253], [4.2885, -2.6450, 1.2449], [6.2855, -5.2747, 3.0424], [4.7820, -4.7961, 3.4612], [3.3602, -2.3232, -2.6125], [2.0386, -2.2475, -3.7643], [1.7707, -3.8580, -4.4543], [2.3782, -1.0767, -5.0370], [1.1319, -1.9489, -3.2595], [-2.1273, -5.2993, 1.8760], [-1.0211, -5.2793, 0.9503], [-1.3722, -5.1038, -0.4493], [0.2445, -5.5529, 1.3631], [1.2345, -5.5215, 0.6717], [-2.8797, -4.5397, 1.6512], [-1.7728, -5.2056, 2.8993], [-2.7029, -6.2341, 1.7933], [-1.6455, -4.0584, -0.6020], [-0.5121, -5.3310, -1.0719], [-2.2480, -5.7184, -0.6622], [0.2479, -5.7889, 2.4441]],
  "atomic_forces_ev_per_a": [[-0.4, 1.5, -1.1], [0.3, -0.1, 0.0], [-0.8, -1.1, 0.0], [0.9, 0.4, -0.4], [0.9, 0.4, 0.5], [-0.1, -0.4, 0.3], [0.3, -0.8, 0.5], [-0.3, 0.1, 0.6], [0.0, -0.3, -0.1], [0.4, 0.0, -0.1], [0.0, 0.1, -0.2], [-0.3, -0.3, -0.1], [-0.5, 0.1, -0.1], [-0.2, -0.4, -0.1], [-0.1, 0.2, 0.1], [-0.3, 0.1, 0.0], [0.2, 0.3, 0.2], [-0.1, -0.6, 0.4], [0.4, 0.0, -0.5], [-1.1, 0.3, 0.9], [0.5, 0.0, -1.5], [0.9, 0.0, 1.1], [-0.6, 0.0, 0.3], [-0.3, 0.1, -0.1], [0.2, 0.4, 0.0], [-0.1, -0.1, -0.2], [0.2, 0.1, -0.2], [0.4, -0.2, 0.1], [0.1, -0.1, 0.1], [-0.2, -0.1, -0.2], [-0.5, 0.0, -0.2], [-0.2, 0.1, 0.1], [0.2, 0.1, -0.2], [0.2, 0.0, 0.1], [0.4, 0.1, 0.4], [0.0, -0.4, -0.1], [-0.7, 0.2, 0.8], [0.2, 0.0, -0.1], [-0.2, -0.1, -0.9], [-0.2, 0.5, 0.5], [-0.1, -0.1, 0.0], [-0.2, 0.1, 0.0], [-0.1, -0.1, -0.2], [0.4, 0.4, -0.7], [0.2, -0.2, 0.1], [0.1, -0.3, -0.1], [-0.1, 0.2, 0.4], [0.2, 0.2, 0.2], [-0.1, -0.2, 0.1], [0.2, -0.3, -0.2], [-0.2, -0.1, -0.2], [0.5, 0.0, -1.2], [-0.4, 0.3, 0.3], [0.7, -1.0, 0.1], [-0.4, 0.4, 0.3], [-1.3, -0.7, -0.1], [0.3, -0.2, -0.3], [-0.1, 0.2, 0.3], [0.0, -0.2, 0.5], [0.0, 0.1, 0.0], [0.2, 0.2, -0.1], [-0.2, 0.2, 0.0], [-0.1, 0.0, 0.3], [-0.1, 0.2, 0.0], [0.5, 0.2, 0.3], [0.5, 0.4, -0.3], [0.1, 0.0, 0.0], [0.0, 0.0, -0.1], [-0.6, -0.5, -0.3], [0.3, 0.1, 0.1], [-0.1, 0.0, 0.6], [-0.8, 0.6, -0.8], [0.6, 0.9, 0.1], [0.4, 0.1, 0.1], [0.2, 0.3, 0.0], [0.0, 0.1, 0.0], [0.3, 0.0, 0.2], [-0.1, -0.2, -0.1], [0.1, 0.0, -0.3], [0.2, -0.3, 0.3], [0.0, -0.3, 0.2], [-0.4, -0.3, 0.0], [0.0, -0.2, -0.1], [-0.1, -0.3, -0.1], [-0.1, -0.1, 0.2], [0.7, 0.6, -0.3], [0.3, 0.2, -0.5], [-1.2, 0.4, 0.1], [-0.1, -2.2, 1.2], [0.0, 1.3, -0.7], [0.9, 0.9, -0.1], [-0.6, -0.1, 0.2], [0.0, -0.4, 0.4], [0.1, 0.0, 0.0], [0.1, -0.2, 0.0], [0.5, 0.2, 0.1], [-0.2, 0.5, -0.3], [0.1, -0.2, 0.3], [0.0, -0.3, 0.0], [0.0, 0.0, 0.2], [0.0, 0.0, -0.3], [-0.6, -0.5, 0.0], [-0.2, -1.9, 0.3], [0.3, 0.7, -0.1], [0.0, -0.1, 0.4], [-0.6, 0.2, -0.8], [0.9, 0.2, 0.9], [0.0, -0.3, 0.1], [0.2, 0.2, -0.2], [-0.1, 0.5, -0.3], [0.2, 0.6, 0.3], [0.0, 0.3, -0.3], [0.0, 0.3, -0.1], [0.1, -0.5, 0.0], [-0.3, -0.2, -0.2], [0.0, -0.2, 0.0], [-0.3, 0.1, -0.3], [0.0, 0.1, 0.1], [0.0, 0.1, 0.0], [0.3, -0.7, 0.4], [-0.1, 0.2, -0.5], [-0.3, 0.4, 1.3], [0.3, 0.4, -0.4], [-1.0, -0.7, 1.1], [0.4, 0.2, -0.3], [-0.1, 0.0, -0.1], [0.1, 0.0, -0.2], [0.0, 0.3, 0.0], [0.0, 0.0, -0.4], [-0.2, -0.1, -0.2], [-0.1, -0.1, 0.0], [0.5, 0.4, -0.3], [0.1, -0.1, -0.2], [0.4, 0.1, -0.2], [-0.1, -0.1, 0.2], [0.0, 0.0, -0.1], [0.0, 0.1, 0.1], [0.1, -0.3, -0.1], [-0.1, 0.1, 0.0], [-0.1, 0.0, -0.1], [0.0, 0.1, 0.2], [-0.6, -0.7, 0.0], [0.1, -0.1, 0.0], [0.2, 0.4, 0.5], [-0.8, 0.3, 0.1], [0.3, -0.1, -0.2], [0.4, 0.4, 0.0], [0.0, 0.1, 0.0], [0.2, 0.0, 0.1], [0.0, 0.1, -0.2], [0.0, -0.2, 0.0], [0.1, -0.1, -0.2], [0.2, 0.0, 0.0]],
  "mulliken_charge": [-0.55, 0.21, -0.79, 1.49, -1.79, -0.25, 0.40, -0.11, 0.04, 0.26, 0.22, 0.02, 0.46, 0.22, 0.38, -0.01, -0.22, -0.80, -0.32, -0.78, 0.92, -1.08, -0.12, 0.28, 0.26, 0.33, 0.38, 0.25, -0.14, 0.40, 0.30, 0.07, -0.10, 0.29, -0.46, -0.37, 0.20, 0.34, -1.39, -0.66, 0.06, 0.36, 0.16, 0.32, -0.37, 0.23, 0.38, 0.33, 0.31, 0.23, 0.31, -0.86, -0.18, -0.88, 1.92, -1.74, -0.36, 0.27, 0.25, 0.41, 0.17, 0.40, -0.78, 0.35, 0.45, 0.35, 0.08, 0.16, -0.89, -0.14, -0.86, 0.25, -1.14, -0.68, 0.14, 0.44, 0.32, 0.40, 0.38, 0.43, 0.37, 0.32, 0.14, 0.21, 0.28, -0.72, -0.38, -0.46, 0.50, -1.21, -0.40, 0.30, 0.29, 0.27, 0.46, -0.04, 0.53, 0.47, -0.09, 0.34, 0.25, -0.15, -0.81, -0.25, -0.38, 0.42, -1.36, -0.59, 0.37, 0.35, 0.10, 0.73, -0.14, 0.10, 0.22, 0.25, 0.46, 0.27, 0.22, -0.72, -0.24, -0.95, 0.65, -0.67, -0.77, 0.39, 0.08, 0.34, 0.34, 0.31, 0.28, 0.02, 0.39, 0.12, 0.26, 0.25, -0.11, 1.47, -0.16, -0.14, -1.16, -0.97, 0.22, -0.43, 0.13, -0.58, 0.26, 0.34, 0.35, -0.25, 0.33, 0.34, 0.30],
  "orbital_gap_ev": 9.550,
  "smiles": "COC[C@H](C)N.COC[C@H](C)N.COC[C@H](C)N.COC[C@H](C)N.COC[C@H](C)N.COC[C@H](C)N.COC[C@H](C)N.COC[C@H](C)N.ClC(Cl)Cl.CN(C)C=O",
  "lumo_energy_ha": 0.0203
}